This record from the Open Molecules 2025 dataset describes a structure of composition C20H6AuF5N3O2S2 in a non-equilibrium geometry. The level of theory is ωB97M-V with the def2-TZVPD basis set.

CARTESIAN COORDINATES (ANGSTROEM)
Au (0.52811, -1.31081, -0.72039)
S (-1.97109, -1.85411, -0.47889)
S (0.07071, -2.26771, 1.56121)
F (2.60101, 1.05169, -0.99759)
F (6.82081, -1.05081, -0.86929)
F (5.30551, 1.20259, -1.18119)
F (2.92221, -3.57911, -0.13919)
F (5.60901, -3.43181, -0.32839)
O (0.38881, -0.84891, -2.93849)
O (-0.25019, 0.67609, -4.42419)
N (-1.97199, -3.28301, 4.45471)
N (-0.54699, 0.79559, -0.93349)
N (-5.07519, -2.21861, 1.75611)
C (4.70451, 0.02179, -0.94119)
C (3.31901, -0.07831, -0.84849)
C (4.85961, -2.32781, -0.50269)
C (-1.43229, 1.77709, 2.45341)
C (-2.12939, 2.43669, -0.18049)
C (-3.93909, -2.36611, 1.87051)
C (-2.21829, -2.91791, 3.39251)
C (-0.78029, 1.16829, 1.41601)
C (-2.56529, -2.50241, 2.09991)
C (-0.16109, 0.21369, -3.29779)
C (5.47991, -1.11761, -0.77789)
C (-2.45609, 2.70419, 2.20031)
C (-1.59429, -2.22721, 1.14171)
C (-0.83529, 1.05449, -2.17089)
C (-2.40089, 2.73379, -1.53559)
C (-2.78339, 3.04039, 0.91441)
C (-1.74579, 2.06499, -2.53149)
C (3.47071, -2.38401, -0.41449)
C (2.66201, -1.27401, -0.60129)
C (-1.13359, 1.45519, 0.08421)
H (-2.98399, 3.15479, 3.03031)
H (-1.16489, 1.54419, 3.47421)
H (0.00041, 0.44249, 1.58721)
H (-3.56589, 3.76219, 0.72501)
H (-3.13559, 3.49319, -1.76449)
H (-1.90149, 2.24669, -3.58379)

The total charge is -1. The value obtained for the largest force on an atom is 0.0458 hartree/bohr. The value obtained for the highest occupied orbital energy is -5.90 eV. As for the HOMO-LUMO gap: 6.24 eV. The energy above the lowest of the compared OMol25 structures with the same formula, charge and spin comes out at 24.80 kcal per mole. The total energy is -2511.96333 Eh.

---

This record from the Open Molecules 2025 dataset describes a structure of composition C23H19Cl2FHfN2O6. The level of theory is ωB97M-V with the def2-TZVPD basis set.

CARTESIAN COORDINATES (ANGSTROEM)
Hf (-0.92888, 0.27253, -1.86752)
Cl (1.33561, 4.03055, -3.13485)
Cl (-1.58714, 3.74957, -7.62656)
F (1.06040, -5.25893, 1.83329)
O (0.15625, 2.82269, 0.04679)
O (-2.96586, 0.34583, -2.43414)
O (-1.45974, 1.27676, -0.25706)
O (-0.10613, -1.04648, -0.59795)
O (-0.85171, -0.99057, -3.55327)
O (0.49839, 1.25330, -2.74243)
N (1.67552, 0.06880, 2.93198)
N (-5.08966, -0.29607, -2.20526)
C (0.32194, 3.13426, -4.18182)
C (0.75517, -3.05255, 1.15889)
C (-1.25355, 1.66280, -5.96536)
C (1.17337, -3.95902, 2.08568)
C (2.12467, -0.38322, 5.28823)
C (2.55377, 0.45282, 4.09536)
C (-0.98424, 2.98110, -6.21377)
C (0.00701, 1.80987, -3.86634)
C (1.15083, 0.97536, 2.13230)
C (-0.18510, 3.71311, -5.32698)
C (-0.99457, -0.35725, -4.63015)
C (0.41059, -0.68717, 0.57299)
C (1.86463, -2.25169, 3.64477)
C (-3.35876, -1.71499, -1.25462)
C (0.88541, -1.68786, 1.46886)
C (2.38514, -1.85272, 5.00207)
C (2.55959, 1.93990, 4.36815)
C (0.45050, 0.63997, 0.97871)
C (1.70408, -3.57705, 3.32175)
C (1.47748, -1.29012, 2.68423)
C (-0.26745, 1.72110, 0.22544)
C (-3.81369, -0.50127, -2.00392)
C (-0.78627, 1.05220, -4.78047)
H (-5.39611, 0.54113, -2.68291)
H (-2.62999, -2.26579, -1.85345)
H (3.55478, 0.13499, 3.78873)
H (2.91598, 2.52942, 3.52400)
H (1.29030, 2.01432, 2.39029)
H (3.45774, -2.05763, 5.05106)
H (2.68765, -0.06079, 6.16285)
H (0.05162, 4.74558, -5.54842)
H (-1.27755, -0.93748, -5.51207)
H (1.57879, 2.30383, 4.68009)
H (-4.17921, -2.38573, -1.01141)
H (-1.82746, 1.08219, -6.67643)
H (1.97412, -4.35105, 4.02964)
H (1.91254, -2.48469, 5.75387)
H (-5.78622, -0.94950, -1.88267)
H (-2.89864, -1.39540, -0.31525)
H (3.25152, 2.11646, 5.19013)
H (1.06686, -0.20232, 5.49767)
H (0.33566, -3.37308, 0.21726)

The total charge is +2. The value obtained for the largest force on an atom is 0.0182 hartree/bohr. The value obtained for the highest occupied orbital energy is -14.35 eV. As for the HOMO-LUMO gap: 7.54 eV. The total energy is -2516.81635 Eh.

---

This record from the Open Molecules 2025 dataset describes a structure of composition C40H46GeN4O2ReSSe. The level of theory is ωB97M-V with the def2-TZVPD basis set.

CARTESIAN COORDINATES (ANGSTROEM)
Re (-0.43092, -0.76838, -0.12403)
Se (2.27696, -0.08633, -1.14701)
Ge (2.77473, 2.24849, -3.33505)
S (-0.78417, -0.62028, -3.25904)
O (-2.35011, 2.50150, -0.47485)
O (2.58462, -1.19912, 2.60269)
N (0.78088, -1.64021, 1.20570)
N (-2.12466, 0.24947, 0.15541)
N (0.11595, 0.74090, 1.14907)
N (-0.81499, -1.60050, -1.93922)
C (-3.46192, -1.04020, -3.79347)
C (0.38758, -2.80221, -4.39923)
C (-2.74463, 1.23186, -3.31265)
C (1.35256, -3.90501, -0.61835)
C (-0.02611, -4.50438, 3.40156)
C (2.66347, 2.51676, -5.25860)
C (0.72618, -5.35584, 1.29298)
C (-1.00191, -1.45270, -5.86657)
C (-0.52588, 1.88242, 0.94682)
C (-0.47411, -1.73499, -4.61392)
C (-5.41434, -1.51449, 0.10808)
C (1.20413, 0.62047, 1.89595)
C (4.43607, 2.85429, -2.52689)
C (0.69603, -3.63139, -5.46747)
C (-3.23689, -2.53213, -0.36765)
C (3.57198, -1.50481, -0.83135)
C (-4.76995, -0.60282, -3.86418)
C (0.28769, -5.57957, 2.58482)
C (0.88825, -4.06584, 0.80062)
C (-1.77733, 1.63717, 0.12839)
C (-5.06746, 0.74258, -3.66184)
C (-0.05418, 3.04742, 1.52070)
C (0.10940, -3.20036, 2.95227)
C (-4.06447, 1.65655, -3.38887)
C (1.63707, -0.82193, 1.96675)
C (-5.69141, 0.60964, 1.13910)
C (-3.82255, 2.02727, 1.87349)
C (0.16308, -3.37704, -6.72254)
C (-2.46207, -0.11038, -3.51141)
C (-3.50647, -0.07658, 0.39164)
C (-6.25280, -0.53651, 0.61059)
C (1.72383, 1.73120, 2.53548)
C (0.60177, -2.99289, 1.64878)
C (-0.29072, -2.07822, 3.86785)
C (-0.67588, -2.28921, -6.92271)
C (-4.04316, -1.31930, 0.01099)
C (1.23217, 3.01775, -2.40044)
C (-4.32394, 0.84639, 1.08503)
C (2.66486, 0.27555, -3.02323)
C (1.08370, 2.95298, 2.32685)
H (-1.65677, -0.60688, -6.02151)
H (-0.56841, 3.98216, 1.35836)
H (-2.23211, -2.53377, 0.07614)
H (3.62174, -0.20809, -3.22289)
H (-5.82030, -2.47274, -0.18737)
H (-1.35922, -2.44410, -2.10435)
H (-0.65474, -1.20595, 3.32269)
H (-1.09250, -2.40787, 4.52564)
H (-5.56128, -1.30692, -4.07907)
H (5.29485, 2.42290, -3.03730)
H (-3.73096, -3.41917, 0.02535)
H (3.47907, -1.83877, 0.19950)
H (4.54959, -1.05436, -0.98778)
H (2.59216, 1.63119, 3.17001)
H (-3.16244, -2.65811, -1.44744)
H (0.40471, -4.02733, -7.55069)
H (3.46233, 1.98020, -5.76682)
H (0.81127, -2.98294, -3.42234)
H (0.54336, -1.76541, 4.49568)
H (1.71993, -2.89775, -0.82981)
H (1.46354, 3.84067, 2.81055)
H (-6.31761, 1.32998, 1.64619)
H (1.91560, -0.19329, -3.65602)
H (1.28478, 2.79525, -1.33380)
H (1.21595, 4.09950, -2.51287)
H (0.18447, -6.58854, 2.95387)
H (-2.81748, 1.86349, 2.26335)
H (4.47384, 2.57114, -1.47552)
H (1.70716, 2.16193, -5.64065)
H (2.75631, 3.57202, -5.50239)
H (0.96005, -6.19245, 0.65012)
H (-3.82763, 2.95404, 1.30336)
H (3.41434, -2.33000, -1.52118)
H (-6.09329, 1.07553, -3.72191)
H (0.53505, -4.11970, -1.31055)
H (1.35603, -4.47370, -5.31689)
H (2.14955, -4.61540, -0.83617)
H (-0.39492, -4.67656, 4.40294)
H (-1.08388, -2.09032, -7.90303)
H (4.51598, 3.93736, -2.58906)
H (-7.31858, -0.70017, 0.66287)
H (-4.30198, 2.69665, -3.22453)
H (-1.95884, 1.93359, -3.07839)
H (-4.47119, 2.16596, 2.73665)
H (0.29827, 2.62838, -2.79848)
H (-3.22373, -2.08206, -3.96459)

The total charge is +2. The value obtained for the largest force on an atom is 0.0101 hartree/bohr. The value obtained for the highest occupied orbital energy (alpha / beta) is -13.10 / -13.33 eV. Its multiplicity is 4. As for the HOMO-LUMO gap (alpha / beta): 6.67 / 6.07 eV. The total energy is -6875.62407 Eh.

---

This record from the Open Molecules 2025 dataset describes a structure of composition C21H40Cl3CoN2O4Si in a non-equilibrium geometry. The level of theory is ωB97M-V with the def2-TZVPD basis set.

CARTESIAN COORDINATES (ANGSTROEM)
Co (2.69288, -4.08300, -4.76356)
Cl (0.96284, -3.18304, -3.37281)
Cl (4.15479, -5.44460, -5.40848)
Cl (1.92739, -1.19550, 0.42232)
Si (1.95392, -1.78784, -1.72859)
O (0.44515, -0.70259, -1.81176)
O (-0.53990, -2.71307, 2.08141)
O (-0.53409, 1.83886, 0.85564)
O (2.01498, 2.33993, 1.56979)
N (4.02289, 1.34792, 1.94417)
N (-1.87923, -3.06394, 0.19924)
C (-3.62742, 0.28242, -0.06692)
C (2.96841, -0.30854, -2.32153)
C (-3.70036, 2.20159, -1.55565)
C (2.55763, -3.51368, -0.71864)
C (-1.31921, -0.99162, -3.56809)
C (-1.85294, 0.60229, -1.72056)
C (3.64847, -2.72208, -2.87189)
C (-4.27807, 1.41637, -0.54484)
C (3.20605, 2.25351, 1.35560)
C (-2.43901, -1.69487, -3.29942)
C (-0.78011, -3.46414, -0.66408)
C (-1.62931, -2.80275, 1.54329)
C (5.47371, 1.44623, 1.81981)
C (-2.37925, -0.05577, -0.61491)
C (3.49673, 0.51579, 3.02996)
C (-0.82714, -0.88256, -5.01205)
C (-2.48298, 1.79131, -2.13566)
C (-3.18916, -3.55390, -0.18831)
C (-0.76724, 0.97033, 1.92552)
C (-3.07016, -2.62138, -4.30175)
C (-0.63006, -0.07570, -2.56585)
H (-3.49597, -2.06027, -5.15860)
H (-2.37425, -3.38329, -4.72470)
H (3.63746, -2.23311, -3.86721)
H (-2.95581, -1.58427, -2.33647)
H (4.64587, -2.57949, -2.41844)
H (-0.65869, -1.89700, -5.42129)
H (1.71003, -4.20114, -0.58997)
H (-4.19004, 3.10827, -1.92496)
H (3.29374, 1.10082, 3.94142)
H (4.24906, -0.24554, 3.25533)
H (-0.27672, 0.01857, 1.76412)
H (-1.99959, 2.33276, -2.94148)
H (2.56970, 0.02958, 2.69762)
H (0.09123, -0.26160, -5.04877)
H (4.04101, -0.47436, -2.40463)
H (5.91193, 0.45660, 1.97050)
H (5.91047, 2.15347, 2.55094)
H (-0.49207, -4.52052, -0.51699)
H (-1.86437, -0.92512, -0.20960)
H (5.71844, 1.81531, 0.80282)
H (-1.10047, -3.33126, -1.70651)
H (-3.29938, -4.61582, 0.05645)
H (-3.95648, -2.97407, 0.33132)
H (-0.42463, 1.42562, 2.85032)
H (3.34644, -4.08297, -1.23236)
H (-0.25235, 0.78370, -3.12139)
H (-1.61610, -0.40922, -5.65417)
H (0.08052, -2.80322, -0.46809)
H (-5.22269, 1.70933, -0.11735)
H (3.75662, 2.89889, 0.62695)
H (3.49947, -3.82298, -2.96204)
H (-3.31815, -3.43794, -1.26582)
H (0.39563, 2.14316, 0.94136)
H (2.52015, -0.05176, -3.28941)
H (-2.57943, -2.66782, 2.09067)
H (-4.03851, -0.33282, 0.75462)
H (-1.83373, 0.80281, 2.00735)
H (-3.88932, -3.15376, -3.78894)
H (2.81761, 0.53450, -1.62595)
H (2.99706, -3.36684, 0.28331)

The total charge is -1. The value obtained for the largest force on an atom is 0.0580 hartree/bohr. The value obtained for the highest occupied orbital energy (alpha / beta) is -5.39 / -4.83 eV. Its multiplicity is 4. As for the HOMO-LUMO gap (alpha / beta): 7.91 / 6.15 eV. The energy above the lowest of the compared OMol25 structures with the same formula, charge and spin comes out at 111.43 kcal per mole. The total energy is -4287.45569 Eh.